A structure of composition C37H27Cl3FN5O10PtS at a distorted geometry, computed with the ωB97M-V functional and the def2-TZVPD basis.

Calculated values
**HOMO**: -8.73 eV
**Strongest force on any atom**: 0.0201 Eh/bohr
**Energy relative to the best compared isomer or geometry (same formula, charge and spin)**: 0.0 kJ/mol
**Net charge**: 0
**Orbital gap**: 7.99 eV

Each line ends with the Mulliken charge.
Atoms and positions in Å:
1 Pt -2.3400 0.4437 0.1547  1.4582
2 C -1.9060 -1.6982 -7.0969  -1.3533
3 C -0.7329 -1.9759 -6.1661  -0.2899
4 C 0.6277 -1.7179 -6.7951  -1.0780
5 C 0.8125 -0.2396 -7.1025  -1.1693
6 C 0.5529 0.5872 -5.8719  1.1754
7 C 1.1012 1.8393 -5.7273  -0.7416
8 C 0.8595 2.5832 -4.5747  0.1001
9 F 1.4115 3.8060 -4.4859  -0.3697
10 C 0.1017 2.1080 -3.5465  -1.1699
11 C -0.4665 0.8312 -3.6660  0.7090
12 C -1.2654 0.2951 -2.5694  1.5209
13 O -1.3420 1.0070 -1.5221  -0.9183
14 C -1.9130 -0.9399 -2.7845  -0.3872
15 C -1.6639 -1.5960 -3.9663  -0.5516
16 N -0.8625 -1.1607 -4.9369  0.1034
17 C -0.2536 0.0820 -4.8292  -0.4936
18 C -2.8823 -1.6704 -1.8619  0.6249
19 O -3.4393 -2.6553 -2.3150  -0.7610
20 O -3.0120 -1.2641 -0.6497  -0.7491
21 H -1.8181 -2.3037 -7.9995  0.3971
22 H -1.9448 -0.6476 -7.3863  0.3605
23 H -2.8487 -1.9463 -6.6095  0.4048
24 H -0.7732 -3.0138 -5.8346  0.5223
25 H 0.7184 -2.3199 -7.6992  0.4317
26 H 1.4055 -2.0478 -6.1021  0.3647
27 H 0.1357 0.0688 -7.9038  0.3720
28 H 1.8239 -0.0478 -7.4613  0.4731
29 H 1.7283 2.2595 -6.5034  0.5369
30 H -0.0667 2.6939 -2.6555  0.6461
31 H -2.1586 -2.5474 -4.1211  0.6169
32 O -5.4616 0.3042 3.0024  -0.6986
33 C -4.4145 -0.0743 2.5184  0.1833
34 O -3.8746 0.4708 1.4706  -0.9070
35 C -3.6342 -1.1758 3.2202  0.6232
36 C -2.6944 -1.9122 2.5151  -0.6950
37 C -1.8755 -2.7894 3.1973  -0.3341
38 C -1.9997 -3.0139 4.5546  -0.4331
39 C -2.9892 -2.3076 5.2133  -0.0909
40 C -3.8118 -1.3915 4.5783  -0.8179
41 N -3.1491 -2.5275 6.6652  1.0644
42 O -2.3655 -3.2801 7.2079  -0.6260
43 O -4.0491 -1.9377 7.2241  -0.6174
44 N -0.7983 -3.4793 2.4634  1.1651
45 O -0.5437 -3.0802 1.3452  -0.5434
46 O -0.2111 -4.3772 3.0321  -0.6715
47 H -2.6577 -1.7672 1.4557  1.1343
48 H -1.3551 -3.7024 5.0780  0.6271
49 H -4.5675 -0.8420 5.1207  0.6009
50 Cl 2.0623 -1.2231 6.1959  -0.2219
51 C 2.1828 -0.0270 4.9498  -0.0812
52 C 1.4025 -0.1471 3.8090  -1.5435
53 C 1.5222 0.8022 2.8150  0.7550
54 C 2.4091 1.8740 2.9226  -0.4255
55 C 2.5242 2.8779 1.7900  -0.9831
56 C 1.4002 3.9190 1.8669  -1.2875
57 N 0.0976 3.2738 1.8293  0.3910
58 C -0.7411 3.1063 2.9077  -0.2497
59 C -1.7466 2.2930 2.4943  -0.7529
60 N -1.5332 1.9823 1.1714  -0.2452
61 C -0.4308 2.5996 0.7934  -0.6828
62 O 2.4176 2.2764 0.5118  -0.0817
63 C 3.5479 1.4896 0.1256  -1.3759
64 C 3.5268 0.0791 0.6383  0.3122
65 C 2.5801 -0.8428 0.3021  0.6550
66 Cl 1.2539 -0.5820 -0.7552  0.2653
67 S 2.7590 -2.3279 1.1322  -0.1091
68 C 4.1520 -1.7429 1.9353  -0.5999
69 C 4.4437 -0.4623 1.5846  -0.8963
70 C 3.1492 1.9735 4.0918  0.8151
71 Cl 4.2436 3.3108 4.3326  -0.2445
72 C 3.0543 1.0335 5.1085  -0.5243
73 H 0.7223 -0.9802 3.6987  0.6667
74 H 0.9305 0.6973 1.9149  0.8963
75 H 3.4768 3.4125 1.8536  1.0469
76 H 1.4982 4.6300 1.0476  0.3900
77 H 1.4650 4.4504 2.8152  0.3610
78 H -0.5282 3.5471 3.8652  0.4143
79 H -2.6050 1.9243 3.0239  0.5196
80 H 0.0259 2.5162 -0.1755  0.8880
81 H 4.4634 1.9876 0.4620  0.3094
82 H 3.5361 1.4957 -0.9645  0.4510
83 H 4.6773 -2.3751 2.6327  0.4887
84 H 5.2722 0.0973 1.9973  0.4466
85 H 3.6517 1.1316 6.0031  0.4842


A structure of composition C37H27F15N6O2Ti at a distorted geometry, computed with the ωB97M-V functional and the def2-TZVPD basis.

Calculated values
**HOMO**: -6.76 eV
**Strongest force on any atom**: 0.0337 Eh/bohr
**Energy relative to the best compared isomer or geometry (same formula, charge and spin)**: 262.0 kJ/mol
**Net charge**: 0
**Orbital gap**: 5.32 eV

Each line ends with the Mulliken charge.
Atoms and positions in Å:
1 Ti -0.7979 0.7770 -0.9597  -1.9242
2 C -1.2753 2.6637 1.4130  -1.3556
3 N -0.3597 2.4711 0.2648  1.0328
4 C -0.4917 3.6531 -0.5958  -0.9078
5 C -1.8608 3.5890 -1.2753  -1.5485
6 N -2.2159 2.1785 -1.4755  1.4762
7 C -3.4906 1.8728 -1.8521  -0.8789
8 C -4.6917 2.5627 -1.5929  0.2711
9 F -4.6954 3.7446 -0.9468  -0.3466
10 C -5.9359 2.0310 -1.8885  0.3117
11 F -7.0234 2.7253 -1.5588  -0.3191
12 C -6.0656 0.7829 -2.4706  0.6697
13 F -7.2673 0.2480 -2.6833  -0.3255
14 C -4.9118 0.0923 -2.8056  -0.3599
15 F -4.9903 -1.1134 -3.3660  -0.3847
16 C -3.6898 0.6598 -2.5412  0.2800
17 F -2.5592 -0.0044 -2.8844  -0.0826
18 C 1.0444 2.2825 0.6736  -0.6533
19 C 1.1316 1.4188 1.9171  -1.9766
20 N 0.2129 0.2983 1.7999  0.6769
21 C 0.1313 -0.4684 2.9019  0.2434
22 C 0.8263 -0.3107 4.1412  0.0008
23 F 1.7690 0.6506 4.3139  -0.3933
24 C 0.6136 -1.1061 5.2512  0.1108
25 F 1.2985 -0.8470 6.3699  -0.3244
26 C -0.2833 -2.1561 5.2332  0.7053
27 F -0.4926 -2.9186 6.3176  -0.3320
28 C -0.9594 -2.3883 4.0495  0.0052
29 F -1.8283 -3.4043 3.9587  -0.3222
30 C -0.7485 -1.5829 2.9562  -0.6349
31 F -1.4280 -1.8910 1.8344  -0.0070
32 H -0.9030 3.4641 2.0592  0.4011
33 H -2.2592 2.9524 1.0515  0.3616
34 H -1.3598 1.7467 1.9880  0.0144
35 H -0.4098 4.5667 0.0036  0.5123
36 H 0.3105 3.6652 -1.3313  0.4958
37 H -2.5999 4.1142 -0.6743  0.7468
38 H -1.8189 4.1016 -2.2404  0.4591
39 H 1.5675 1.7660 -0.1383  0.0248
40 H 1.5347 3.2433 0.8653  0.4447
41 H 2.1717 1.0889 2.0264  0.9578
42 H 0.9049 2.0388 2.7928  0.7481
43 C -4.4382 -0.9002 0.6145  -1.3367
44 C -4.4008 -2.1929 0.1033  -1.2345
45 C -3.2910 -2.5999 -0.6081  -0.5472
46 C -2.2212 -1.7264 -0.7940  1.1809
47 N -2.2970 -0.4585 -0.3348  2.2697
48 C -3.3718 -0.0700 0.3599  -0.5675
49 C -0.9441 -2.0875 -1.4098  -0.4210
50 C -0.6430 -3.3987 -1.7882  -0.7873
51 C 0.5835 -3.6897 -2.3470  -1.3765
52 C 1.5194 -2.6769 -2.5112  -1.1813
53 C 1.2251 -1.3857 -2.1108  0.3197
54 C -0.0076 -1.0453 -1.5514  1.7721
55 H -5.2760 -0.5500 1.1983  0.5906
56 H -5.2246 -2.8721 0.2752  0.4921
57 H -3.2513 -3.5985 -1.0142  0.5143
58 H -3.3686 0.9390 0.7509  0.2192
59 H -1.3596 -4.1966 -1.6456  0.3479
60 H 0.8153 -4.6997 -2.6571  0.4237
61 H 2.4835 -2.8983 -2.9505  0.5014
62 H 1.9949 -0.6400 -2.2467  0.5332
63 F 1.3478 1.5579 -2.3750  -0.2440
64 C 0.0399 1.3482 -2.8608  0.9152
65 F -0.3079 2.6197 -3.2632  -0.2742
66 C 0.1784 0.5822 -4.2213  0.8266
67 F -0.3815 1.2752 -5.2204  -0.2887
68 F -0.4271 -0.6116 -4.2288  -0.2069
69 F 1.4613 0.3765 -4.5476  -0.2730
70 O 7.8997 1.3524 -0.6149  -0.5464
71 C 7.4471 0.9651 0.6563  -0.5744
72 N 6.1228 0.3830 0.6112  -0.0074
73 C 5.8421 -0.8333 1.1599  0.5897
74 O 6.7040 -1.5345 1.6589  -0.6824
75 C 4.4132 -1.2813 1.1126  0.4180
76 C 4.0830 -2.4758 1.7447  -0.4988
77 C 2.7836 -2.9449 1.6682  -1.3131
78 C 1.8511 -2.1961 0.9674  -0.0929
79 N 2.1391 -1.0366 0.3883  0.7901
80 C 3.3904 -0.6010 0.4566  -0.8095
81 H 8.1169 0.5702 -1.1321  0.3229
82 H 7.4322 1.8791 1.2518  0.3249
83 H 8.0958 0.2255 1.1252  0.3718
84 H 5.3891 0.9684 0.2538  0.1329
85 H 4.8559 -3.0196 2.2701  0.4849
86 H 2.4942 -3.8786 2.1296  0.5210
87 H 0.8276 -2.5331 0.8472  0.3123
88 H 3.5702 0.3322 -0.0726  0.2151


A structure of composition C37H27F3GeN4O12S2Sc, computed with the ωB97M-V functional and the def2-TZVPD basis.

Calculated values
**HOMO (spin up / spin down)**: -1.38 / -3.82 eV
**<S²>**: 0.769
**Strongest force on any atom**: 0.0105 Eh/bohr
**Energy relative to the best compared isomer or geometry (same formula, charge and spin)**: 0.0 kJ/mol
**Net charge**: -2
**Orbital gap (spin up / spin down)**: 5.26 / 7.69 eV
**Multiplicity**: 2

Each line ends with the Mulliken spin population.
Atoms and positions in Å:
1 Sc 0.9169 2.2465 0.0850  -0.0006
2 O 6.1669 2.1493 3.5148  0.0000
3 C 5.0078 1.9914 2.8042  0.0000
4 C 4.9830 1.2864 1.6045  0.0000
5 C 3.7789 1.1947 0.9314  0.0000
6 N 2.6875 1.7766 1.4037  -0.0010
7 C 2.6840 2.3684 2.5902  -0.0007
8 C 3.8351 2.5222 3.3354  -0.0001
9 C 1.2814 2.7941 3.0229  0.0048
10 O 1.0891 3.1369 4.1801  0.0000
11 O 0.4239 2.6662 2.0810  0.0187
12 C 3.5234 0.3089 -0.2878  -0.0012
13 O 4.4583 -0.3505 -0.7378  0.0000
14 O 2.3036 0.2840 -0.6352  -0.0062
15 H 6.8850 1.7484 3.0121  0.0000
16 H 5.8544 0.7953 1.1916  0.0000
17 H 3.8092 3.0163 4.2929  0.0001
18 C 2.3312 -3.2464 -0.1807  0.0004
19 Ge 0.6456 -2.3127 -0.4254  -0.0037
20 C 0.3406 -1.8254 -2.3120  -0.0006
21 C -0.5889 -2.6017 -3.0117  0.0020
22 C -0.8531 -2.3739 -4.3543  -0.0003
23 C -0.1970 -1.3536 -5.0266  0.0020
24 C 0.7342 -0.5827 -4.3504  -0.0089
25 C 1.0097 -0.8236 -3.0118  0.0061
26 C -0.8777 -3.4753 0.0359  -0.0001
27 C -0.6325 -4.7881 0.3378  0.0002
28 C -1.6698 -5.6659 0.7267  -0.0001
29 C -2.9482 -5.2088 0.8276  0.0000
30 C -3.2596 -3.8605 0.5199  -0.0003
31 C -4.5824 -3.3701 0.6231  0.0002
32 C -4.8690 -2.0688 0.3216  -0.0012
33 C -3.8510 -1.1937 -0.1050  -0.0048
34 C -2.5659 -1.6474 -0.2178  -0.0207
35 C -2.2229 -2.9864 0.1013  -0.0007
36 H 2.3316 -4.1834 -0.7368  0.0000
37 H 2.4910 -3.4469 0.8758  0.0000
38 H 3.1302 -2.6066 -0.5540  0.0000
39 H -1.1317 -3.3897 -2.5085  0.0002
40 H -1.5844 -2.9866 -4.8662  0.0000
41 H -0.4152 -1.1561 -6.0693  0.0001
42 H 1.2495 0.2253 -4.8518  0.0004
43 H 1.7577 -0.2293 -2.4984  -0.0001
44 H 0.3802 -5.1680 0.3071  0.0001
45 H -1.4391 -6.6991 0.9562  0.0000
46 H -3.7497 -5.8681 1.1397  0.0000
47 H -5.3636 -4.0492 0.9478  0.0001
48 H -5.8852 -1.7050 0.4131  0.0000
49 H -4.0525 -0.1484 -0.3146  0.0005
50 H -1.8027 -0.9409 -0.5199  0.0292
51 C -0.9913 -4.3316 4.1250  0.0000
52 C -1.2844 -2.9700 3.5655  0.0000
53 C -2.4255 -2.2547 3.8992  0.0001
54 C -2.5413 -0.9810 3.3654  0.0000
55 N -1.6592 -0.4782 2.5205  0.0007
56 C -0.6353 -1.2629 2.2122  0.0029
57 S 0.5396 -0.6167 1.0551  0.0000
58 N -0.3762 -2.4626 2.7371  -0.0001
59 H -1.8629 -4.7548 4.6223  0.0000
60 H -0.1696 -4.2694 4.8402  0.0000
61 H -0.6818 -4.9925 3.3169  0.0000
62 H -3.1780 -2.6634 4.5585  0.0000
63 H -3.3822 -0.3429 3.6135  0.0001
64 O 2.9822 3.2215 -3.6296  -0.0033
65 C 2.0853 2.9883 -2.8332  -0.0140
66 O 2.2089 2.7401 -1.5733  0.0027
67 C 0.6220 3.0073 -3.2444  -0.0712
68 C 0.0154 3.9470 -4.0688  0.1597
69 C -1.3780 4.0665 -4.0463  -0.0838
70 C -2.1671 3.3638 -3.1448  0.1615
71 C -1.5261 2.4585 -2.2929  -0.0791
72 C -0.1863 2.1882 -2.4932  0.1286
73 N -2.0458 1.9583 -1.1095  0.3193
74 O -1.1664 1.5500 -0.2058  0.1008
75 O -3.2761 1.9408 -0.8655  0.3275
76 H 0.6234 4.6205 -4.6556  0.0084
77 H -1.8528 4.8070 -4.6812  -0.0046
78 H -3.2218 3.5657 -3.0276  0.0127
79 H 0.2252 1.3646 -1.9312  0.0218
80 F -0.7020 7.0618 0.6197  -0.0002
81 C 0.2831 6.3366 1.1775  -0.0002
82 F -0.2270 5.6684 2.2047  -0.0002
83 F 1.1915 7.2050 1.6603  -0.0001
84 S 1.0666 5.2234 -0.0691  -0.0018
85 O 2.1295 4.5474 0.6495  -0.0002
86 O 1.4143 6.1090 -1.1374  0.0014
87 O 0.0020 4.2428 -0.3408  -0.0033